Entry A
A 2-piece molecular cluster, C14H16O overall, computed with the ωB97M-V functional and the def2-TZVPD basis.

Calculated values
- HOMO (eV) = -8.3130

Structure (ORCA input):
```
! RIJCOSX wB97M-V def2-TZVPD def2/J DEFGRID3
* xyz 0 1
C -0.3078 -3.9327 -0.5310
C -0.6924 -2.6826 0.2524
C 0.3497 -1.8013 0.5816
C -2.0564 -2.4266 0.4094
C -0.0531 -0.5919 1.2327
C -2.3043 -1.2246 1.0281
C -1.3574 -0.3247 1.5281
H 0.7504 -4.1131 -0.5951
H -0.5923 -3.7771 -1.5815
H 1.3906 -1.9327 0.3061
H -2.9091 -3.0390 0.1503
H 0.7911 -0.0461 1.6893
H -3.3425 -0.9260 1.1602
H -1.7501 0.5311 2.0353
H -0.8847 -4.8234 -0.2344
C -1.4446 2.9939 -0.2291
C 0.3700 1.9242 -1.5800
C -0.0141 2.5063 -0.3911
C 1.5382 1.0922 -1.6523
C 2.4024 1.0924 -0.5531
C 0.9528 2.5519 0.6302
C 2.1664 1.9951 0.4874
O 3.4692 0.2723 -0.2582
H -0.2204 1.9300 -2.4693
H 1.8509 0.6049 -2.6534
H -1.4858 3.4789 0.7906
H -2.1658 2.1763 -0.0904
H 0.7646 3.1624 1.5471
H 3.6856 -0.2025 -1.0776
H 2.9895 2.1359 1.1901
H -1.8905 3.3965 -1.1225
*
```

---

Entry B
A 2-piece molecular cluster, C14H16O overall, computed with the ωB97M-V functional and the def2-TZVPD basis.

Calculated values
- HOMO (eV) = -8.2557

Structure (ORCA input):
```
! RIJCOSX wB97M-V def2-TZVPD def2/J DEFGRID3
* xyz 0 1
C -1.7341 -2.0517 -0.2525
C -0.7220 0.2006 -0.8166
C -1.2751 -0.9962 -1.2310
C -0.4577 1.2158 -1.7297
C -1.5811 -1.1541 -2.5870
C -0.7107 1.0323 -3.0777
C -1.2361 -0.1816 -3.5100
O -0.3713 2.0064 -3.9781
H -0.5151 0.4494 0.2154
H -0.0742 2.1973 -1.4605
H -0.9176 -2.7360 -0.0316
H -2.5687 -2.6169 -0.6599
H -2.2008 -1.9821 -2.8997
H -1.4185 -0.3727 -4.5648
H -0.8504 1.8633 -4.7986
H -2.0224 -1.6282 0.7136
C 1.3142 -1.8781 2.4042
C 2.1067 0.1744 1.2957
C 1.1575 -0.3968 2.1469
C 2.1435 1.5396 1.0612
C 0.2314 0.4465 2.7481
C 1.1998 2.3732 1.6589
C 0.2551 1.8079 2.4919
H 2.9554 -0.4210 0.9811
H 2.8171 2.0053 0.3580
H 1.5673 -2.3944 1.4792
H 0.3937 -2.3815 2.7229
H -0.4450 0.0357 3.4913
H 1.2859 3.4512 1.5758
H -0.4073 2.4298 3.0943
H 2.0805 -2.0375 3.1595
*
```

---

It is entry B that is the most stable of them.

---

Entry A
A 2-piece molecular cluster, C14H16O overall, computed with the ωB97M-V functional and the def2-TZVPD basis.

Calculated values
- HOMO (eV) = -8.1987

Structure (ORCA input):
```
! RIJCOSX wB97M-V def2-TZVPD def2/J DEFGRID3
* xyz 0 1
C -0.0103 2.2786 1.9873
C -1.6813 0.5876 1.2147
C -0.5816 0.8833 1.9986
C -2.1295 -0.7187 1.0192
C -1.6292 -1.6959 1.8608
C -0.0790 -0.1437 2.7919
C -0.5944 -1.4202 2.7707
O -1.7416 -3.0427 1.5777
H -2.1794 1.4359 0.7543
H -3.0374 -0.9396 0.4692
H -0.7760 2.9782 2.3244
H 0.1893 2.6335 0.9754
H 0.7414 0.0102 3.4897
H -2.2424 -3.1877 0.7763
H -0.4390 -2.1710 3.5042
H 0.8581 2.2935 2.6287
C 1.1510 2.7579 -2.8437
C 2.3714 -0.5643 -1.4378
C 2.2253 0.8011 -1.6392
C 1.2979 -1.4040 -1.7447
C 1.1603 1.3396 -2.3715
C 0.1861 -0.9273 -2.4037
C 0.1509 0.4465 -2.6822
H 3.1703 -0.8510 -0.7666
H 3.0449 1.4526 -1.3443
H 1.4645 -2.4420 -1.4705
H -0.7035 -1.4622 -2.6657
H 0.5449 2.7996 -3.7570
H 2.1047 3.2211 -3.0797
H -0.7042 0.8026 -3.2415
H 0.5834 3.4192 -2.1810
*
```

---

Entry B
A 2-piece molecular cluster, C14H16O overall, computed with the ωB97M-V functional and the def2-TZVPD basis.

Calculated values
- HOMO (eV) = -8.2704

Structure (ORCA input):
```
! RIJCOSX wB97M-V def2-TZVPD def2/J DEFGRID3
* xyz 0 1
C 4.2158 0.2994 2.9696
C 0.9349 -1.1201 0.5290
C 2.0801 -0.5229 -0.0139
C 0.7525 -0.9314 1.8924
C 3.1024 0.0584 0.7270
C 1.8247 -0.5501 2.6843
C 3.0082 -0.0723 2.1201
H 0.2138 -1.5002 -0.1811
H 2.1360 -0.5630 -1.1003
H -0.1267 -1.3812 2.3461
H 3.9433 0.5338 0.2458
H 1.7366 -0.6233 3.7631
H 4.2934 -0.4752 3.7367
H 4.2177 1.3175 3.3543
H 5.0777 0.2137 2.3060
C -0.3801 1.7162 -2.1744
C -1.5762 0.8983 -1.7851
C -2.1755 0.0134 -2.6928
C -2.1067 1.0171 -0.4997
C -3.2194 -0.8287 -2.3756
C -3.2081 0.2096 -0.1662
C -3.7518 -0.6642 -1.0904
O -4.8661 -1.3310 -0.6445
H 0.4677 1.0259 -2.1520
H -0.2615 2.5721 -1.5138
H -1.7151 0.0119 -3.6782
H -1.6439 1.6798 0.2193
H -3.6625 -1.4405 -3.1494
H -3.5585 0.2220 0.8566
H -5.2157 -1.8635 -1.3411
H -0.5371 2.0782 -3.1918
*
```

---

It is entry B that is the most stable of them.

---

Entry A
One molecule with the formula C2H3OPS, computed with the ωB97M-V functional and the def2-TZVPD basis.

Calculated values
- HOMO (alpha / beta) (eV) = -8.6436 / -8.2913

Structure (ORCA input):
```
! RIJCOSX wB97M-V def2-TZVPD def2/J DEFGRID3
* xyz 0 1
C 0.5165 -0.3908 -0.5440
C 0.4409 0.4652 0.5729
O 0.0163 -1.4832 -0.6127
P -1.4273 -1.7548 1.7446
S -0.1950 -0.2148 2.0783
H 1.2173 -0.0734 -1.4512
H 0.9818 1.2915 0.6046
H -1.8207 -1.9392 0.4152
*
```

---

Entry B
One molecule with the formula C2H3OPS, computed with the ωB97M-V functional and the def2-TZVPD basis.

Calculated values
- HOMO (eV) = -8.4658

Structure (ORCA input):
```
! RIJCOSX wB97M-V def2-TZVPD def2/J DEFGRID3
* xyz 0 1
C 0.1995 -0.8705 -0.1585
C 0.6390 0.5051 -0.0447
O -0.3443 1.4439 -0.0846
P -1.4023 -1.2617 0.0040
S -2.1841 0.6153 0.1192
H 0.8037 -1.7331 0.0000
H 0.9315 0.4622 0.9568
H 1.3571 0.8389 -0.7922
*
```

---

It is entry B that is the most stable of them.

---

Entry A
C4H12InO4 as an isolated structure, computed with the ωB97M-V functional and the def2-TZVPD basis.

Calculated values
- HOMO (eV) = -18.5090

Structure (ORCA input):
```
! RIJCOSX wB97M-V def2-TZVPD def2/J DEFGRID3
* xyz 3 1
In 3.6834 0.6582 0.4031
C -1.4105 -0.0270 4.7522
C -0.2656 -0.4806 5.6943
O 0.7879 -1.1106 4.8666
O -1.0761 1.0600 3.8528
H -2.3563 0.2218 5.2335
H -1.8018 -0.7807 4.0688
H -0.6740 -1.2718 6.3231
H 0.1023 0.3363 6.3150
H 0.9005 -2.0146 5.1693
H -1.9098 1.5180 3.7228
C -0.3379 0.4109 -4.9887
C 1.0086 -0.0758 -5.5355
O 1.9056 -0.6281 -4.6686
O -0.2734 1.0263 -3.7121
H -1.0840 -0.3836 -4.9814
H -0.6378 1.1672 -5.7141
H 1.4244 0.8659 -5.8936
H 0.8141 -0.7713 -6.3519
H 1.9269 -1.5858 -4.7320
H -0.7266 1.8652 -3.8235
*
```

---

Entry B
C4H12InO4 as an isolated structure, computed with the ωB97M-V functional and the def2-TZVPD basis.

Calculated values
- HOMO (eV) = -22.4178

Structure (ORCA input):
```
! RIJCOSX wB97M-V def2-TZVPD def2/J DEFGRID3
* xyz 3 1
In 12.0968 -27.7046 -29.5107
C 8.7155 -27.0078 -31.4395
C 8.1900 -27.2159 -30.0109
O 9.1494 -28.2010 -29.5308
O 10.0559 -26.4342 -31.3990
H 8.1124 -26.2811 -31.9839
H 8.7557 -27.8994 -32.0651
H 7.2129 -27.6979 -29.9806
H 8.1940 -26.3547 -29.3428
H 8.7669 -29.0652 -29.6995
H 10.0622 -25.8444 -32.1563
C 10.7803 -30.2909 -26.9327
C 10.0054 -29.0587 -26.4997
O 10.7442 -27.8461 -26.8573
O 11.0582 -30.3564 -28.3245
H 10.0277 -31.0641 -26.7784
H 11.6921 -30.1458 -26.3534
H 9.7481 -29.0839 -25.4408
H 9.1236 -29.0808 -27.1401
H 10.6038 -27.2686 -26.1033
H 11.3084 -31.2645 -28.5094
*
```

---

It is entry A that is the most stable of them.

---

Entry A
A 2-piece molecular cluster, CH3N2O2 overall, computed with the ωB97M-V functional and the def2-TZVPD basis.

Calculated values
- HOMO (alpha / beta) (eV) = 0.0886 / 0.0934

Structure (ORCA input):
```
! RIJCOSX wB97M-V def2-TZVPD def2/J DEFGRID3
* xyz -1 1
C 2.3583 -0.1878 -0.0780
N -1.6019 -0.3387 -0.2549
N -1.0508 0.9810 -0.0919
O 3.1826 0.6773 -0.0579
O 1.6306 -1.1024 -0.1888
H -0.7211 -0.7311 -0.5260
H -2.0596 -0.6692 0.5344
H -1.7380 1.3710 0.6630
*
```

---

Entry B
A 2-piece molecular cluster, CH3N2O2 overall, computed with the ωB97M-V functional and the def2-TZVPD basis.

Calculated values
- HOMO (eV) = -3.6194

Structure (ORCA input):
```
! RIJCOSX wB97M-V def2-TZVPD def2/J DEFGRID3
* xyz -1 1
C -0.2921 0.7457 -0.6469
N 0.0637 -0.5122 -0.6780
N -0.7563 -1.4228 1.4712
O -0.0645 -0.9288 2.3798
O -1.4374 1.1961 -0.6757
H 0.5610 1.5178 -0.6374
H 1.0630 -0.6505 -0.5526
H -1.5459 -0.7886 1.1969
*
```

---

It is entry B that is the most stable of them.

---

Entry A
One molecule with the formula C5H10BNO3, computed with the ωB97M-V functional and the def2-TZVPD basis.

Calculated values
- HOMO (eV) = -7.4502

Structure (ORCA input):
```
! RIJCOSX wB97M-V def2-TZVPD def2/J DEFGRID3
* xyz 0 1
B -0.9115 -1.3293 1.2419
C -0.7230 -0.2031 -1.0999
C 0.4964 0.1651 -1.4965
C -0.6980 0.0232 0.4388
C 1.0750 0.2591 -2.8792
C 0.6682 1.6503 1.4698
N 0.6242 0.5600 0.7357
O 1.2646 0.7345 -0.5793
O -0.4721 -2.5113 0.6708
O -1.5854 -1.2720 2.3816
H -1.5750 -0.8177 -1.5522
H -1.4315 0.7730 0.7157
H 1.9415 0.9862 -2.9031
H 0.2408 0.5873 -3.6818
H 1.4612 -0.7212 -3.0807
H 0.4233 1.5627 2.5653
H 1.5537 2.2645 1.3000
H -0.2657 2.3032 1.2850
H -0.4699 -3.1901 1.3087
H -1.6170 -1.8241 3.1594
*
```

---

Entry B
A 2-piece molecular cluster, C5H10BNO3 overall, computed with the ωB97M-V functional and the def2-TZVPD basis.

Calculated values
- HOMO (eV) = -8.0937

Structure (ORCA input):
```
! RIJCOSX wB97M-V def2-TZVPD def2/J DEFGRID3
* xyz 0 1
B -0.6974 -1.9102 -0.4624
C 0.7232 0.2723 -0.6960
C -2.7445 0.9612 0.5622
C 2.0622 -0.1128 -0.1469
C -2.3872 1.4546 1.7008
C -0.3983 -0.4163 -0.7241
N 0.6521 1.5930 -1.0509
O -3.0976 0.5126 -0.4750
O -2.0202 -2.3861 -0.7553
O 0.1439 -2.7727 0.0374
H 1.9397 -0.9727 0.3459
H 2.4503 0.7328 0.5599
H 2.7923 -0.4746 -0.8108
H -2.5307 2.5064 1.9850
H -1.7438 0.9145 2.3782
H 1.3685 2.2978 -0.9875
H -1.0040 0.0365 -1.4514
H -0.1625 2.0607 -1.3110
H -2.5009 -1.6778 -1.1448
H -0.2092 -3.6426 0.1779
*
```

---

It is entry B that is the most stable of them.